{
  "formula": "C17H17AsBiF6IN3O3S",
  "method": "ωB97M-V/def2-TZVPD",
  "elements": ["Bi", "C", "C", "C", "C", "C", "C", "C", "S", "O", "O", "N", "C", "C", "C", "C", "C", "N", "H", "H", "H", "H", "H", "H", "H", "H", "H", "H", "H", "F", "As", "F", "F", "F", "F", "F", "I", "C", "C", "C", "C", "C", "N", "H", "H", "H", "H", "O", "H", "H"],
  "positions_angstrom": [[1.573938, 1.769103, -0.392397], [-4.266492, -5.443772, 0.912461], [-3.616106, -4.065823, 0.771464], [-3.840041, -3.330831, -0.406082], [-3.330916, -2.076963, -0.595346], [-2.434702, -1.572179, 0.371181], [-2.163877, -2.293331, 1.549235], [-2.845523, -3.513055, 1.764124], [-1.904832, 0.145137, 0.254308], [-2.907437, 0.812596, -0.540800], [-1.612625, 0.637716, 1.587843], [-0.469344, 0.258564, -0.503077], [-0.189533, -0.230405, -1.747342], [-0.904649, -1.215728, -2.503943], [-0.267632, -1.704275, -3.647103], [0.985926, -1.212607, -4.064034], [1.590983, -0.229985, -3.318146], [0.918540, 0.326053, -2.286134], [-4.508830, -5.950478, -0.054603], [-5.192218, -5.313417, 1.440611], [-3.644364, -6.110970, 1.504201], [-4.567779, -3.766280, -1.061696], [-3.606005, -1.414126, -1.409172], [-1.481066, -1.861667, 2.288103], [-2.831057, -3.956322, 2.709283], [-1.879712, -1.537433, -2.160939], [-0.730550, -2.469458, -4.219470], [1.557407, -1.639027, -4.906194], [2.587448, 0.124049, -3.558577], [3.740814, 1.299756, -1.481178], [4.265398, 2.676172, -2.654906], [2.846967, 3.472441, -1.903240], [5.317431, 3.360325, -1.356768], [4.661798, 4.088440, -3.702991], [5.499997, 1.560381, -3.309741], [3.062919, 2.120442, -3.860554], [2.570111, -0.348514, 2.180601], [1.251090, 1.370644, 2.911976], [0.899398, 1.582507, 4.213298], [0.469812, 2.893116, 4.563385], [0.365928, 3.875640, 3.599949], [0.609145, 3.532557, 2.278610], [0.970141, 2.280692, 1.961547], [0.995404, 0.790884, 4.915177], [0.207227, 3.086364, 5.600417], [0.089198, 4.912994, 3.859362], [0.575118, 4.278569, 1.482655], [3.561883, 3.517536, 0.825098], [4.387449, 3.275132, 0.368940], [3.633820, 3.208839, 1.730602]],
  "forces_ev_per_a": [[1.0, 0.2, 0.2], [0.4, 0.3, -0.6], [-0.4, -0.8, -0.9], [-0.5, -0.4, 0.4], [0.6, 0.8, 0.5], [0.4, 0.0, 0.5], [-0.4, 0.1, -0.4], [0.8, 1.7, -0.9], [-3.4, -0.7, 2.6], [1.3, -0.2, -0.1], [0.2, -0.4, -1.2], [2.2, 0.1, -2.8], [-1.2, 0.1, 0.2], [0.7, 0.2, -0.2], [0.2, 0.8, 0.3], [-0.5, -1.6, -0.4], [-0.7, 1.5, 1.4], [2.5, -0.5, 0.4], [0.4, 0.7, 0.7], [-0.6, 0.0, 0.3], [0.0, 0.0, 0.0], [-0.1, 0.1, -0.6], [-0.3, -0.3, 0.0], [-0.5, -0.2, -0.1], [0.5, -0.8, 1.3], [0.4, -0.2, -0.3], [-0.4, -0.5, -0.4], [-0.7, 0.2, 0.4], [-0.3, 0.3, 0.1], [-0.3, 0.2, 0.0], [2.3, 1.6, -2.7], [0.0, -0.1, 0.3], [-1.5, -1.3, -1.3], [-0.7, -2.4, 1.9], [-1.9, 1.6, 1.2], [1.1, 0.1, 1.3], [-1.7, 1.9, -0.1], [0.0, 0.2, -1.2], [0.1, 0.8, 0.0], [-0.2, -1.1, 0.0], [-0.2, 0.8, 0.1], [-0.1, -0.3, 0.4], [1.3, -0.5, -0.4], [0.1, -0.3, 0.7], [0.1, 0.0, -0.2], [0.2, -0.8, -0.2], [-0.2, -0.3, 0.1], [-0.8, -0.9, -0.5], [0.1, 0.3, 0.0], [0.3, 0.1, 0.3]],
  "lowdin_charge": [2.037, -0.016, -0.222, -0.009, -0.085, -0.273, -0.014, -0.005, 0.623, -0.234, -0.301, -0.139, -0.376, 0.104, 0.044, 0.053, -0.040, -0.040, 0.104, 0.087, 0.086, 0.124, 0.116, 0.115, 0.110, 0.088, 0.126, 0.155, 0.114, -0.434, 0.987, -0.374, -0.240, -0.223, -0.221, -0.268, 0.909, -0.606, -0.054, 0.020, -0.007, -0.110, -0.216, 0.112, 0.137, 0.145, 0.136, -0.106, 0.035, 0.049],
  "total_charge": 2,
  "de_lowest_kcal_mol": 26.4,
  "homo_ev": [-14.84, -14.79],
  "multiplicity": 2,
  "homo_lumo_gap_ev": [5.3, 4.4],
  "fmax_ev_per_a": 4.37
}

---

{
  "formula": "C4H5LuO6",
  "method": "ωB97M-V/def2-TZVPD",
  "elements": ["H", "C", "C", "O", "C", "O", "O", "Lu", "O", "H", "H", "H", "H", "O", "O", "C"],
  "positions_angstrom": [[-0.137007, -1.383036, -0.928799], [-0.495294, -1.154627, 0.084309], [-1.647505, -0.173189, 0.004679], [-1.485150, 0.852642, -0.970009], [-0.835697, 2.027456, -0.756495], [-0.271538, 2.191659, 0.378689], [-0.742346, 2.760060, -1.734536], [1.237239, 1.421253, 1.452140], [0.554150, -0.587154, 0.846913], [-0.839456, -2.087903, 0.553869], [-1.864851, 0.261779, 0.989630], [-2.542510, -0.723176, -0.311062], [2.161888, -0.882122, -1.148297], [2.647612, 0.028398, 1.197402], [2.293190, -1.550152, -0.429244], [1.967273, -1.001885, 0.770814]],
  "forces_ev_per_a": [[-0.1, 0.0, 0.3], [-1.0, -0.7, -0.9], [-0.4, 0.2, 0.2], [-0.1, -0.4, 0.3], [-0.7, 0.6, -5.3], [1.3, 0.0, 2.4], [-0.1, -0.9, 2.4], [-1.1, 0.6, 0.4], [1.0, 1.1, 0.9], [0.2, 0.3, 0.0], [0.0, -0.1, -0.1], [0.2, 0.1, 0.1], [0.4, -0.6, 0.4], [0.7, 0.2, 0.1], [-0.6, 0.7, 0.5], [0.1, -1.3, -1.8]],
  "lowdin_charge": [0.148, -0.127, -0.133, 0.035, -0.686, -0.201, 0.129, 2.054, -0.222, 0.156, 0.136, 0.153, 0.147, -0.213, 0.093, -0.469],
  "total_charge": 1,
  "de_lowest_kcal_mol": 15.5,
  "homo_ev": [-12.83, -13.87],
  "multiplicity": 2,
  "homo_lumo_gap_ev": [6.5, 7.3],
  "fmax_ev_per_a": 5.36
}

---

{
  "formula": "C28H48BMnO26",
  "method": "ωB97M-V/def2-TZVPD",
  "elements": ["Mn", "O", "C", "O", "B", "O", "C", "O", "O", "C", "O", "C", "O", "O", "C", "C", "O", "C", "O", "O", "C", "H", "H", "H", "H", "H", "H", "H", "H", "C", "C", "O", "C", "O", "O", "C", "H", "H", "H", "H", "H", "H", "H", "H", "C", "C", "O", "C", "O", "O", "C", "H", "H", "H", "H", "H", "H", "H", "H", "C", "C", "O", "C", "O", "O", "C", "H", "H", "H", "H", "H", "H", "H", "H", "C", "C", "O", "C", "O", "O", "C", "H", "H", "H", "H", "H", "H", "H", "H", "C", "C", "O", "C", "O", "O", "C", "H", "H", "H", "H", "H", "H", "H", "H"],
  "positions_angstrom": [[0.323704, 0.365115, 0.196605], [-7.519526, -1.186025, -3.289835], [-6.873416, -0.596775, -2.416825], [-6.003096, -1.073325, -1.550545], [-5.440246, 0.045785, -0.724115], [-6.155316, 1.271795, -1.203735], [-7.092376, 0.951565, -2.168355], [-7.917946, 1.593345, -2.783105], [-4.005306, 0.245805, -0.881925], [-3.342106, -0.052705, 0.253595], [-2.100046, -0.149255, 0.396045], [-4.351526, -0.407395, 1.333655], [-5.576226, -0.199005, 0.738645], [-4.110906, -0.697905, 2.504785], [-1.849526, -4.534725, 4.040635], [-2.396396, -3.184155, 3.603845], [-1.577736, -2.597725, 2.612385], [-0.706876, -1.591565, 2.810045], [-0.103216, -1.000225, 1.918535], [-0.490916, -1.413455, 4.110395], [0.527284, -0.449985, 4.442525], [-1.877266, -5.290585, 3.255775], [-2.384976, -4.945815, 4.896425], [-0.807546, -4.386685, 4.324305], [-2.507536, -2.539555, 4.475755], [-3.369266, -3.263425, 3.118725], [0.771664, -0.347975, 5.499865], [0.259584, 0.512375, 4.006295], [1.475774, -0.690115, 3.962105], [2.456634, 2.987255, 5.352865], [3.273264, 2.288605, 4.193755], [2.499694, 1.665455, 3.224845], [1.963614, 2.305025, 2.176915], [1.406994, 1.684975, 1.280595], [2.088034, 3.653985, 2.230065], [1.362824, 4.555835, 1.360445], [3.088964, 3.317445, 6.177015], [1.773404, 2.229325, 5.736085], [1.877954, 3.823355, 4.960205], [4.055334, 1.639465, 4.587565], [3.766824, 3.132545, 3.711815], [1.172664, 4.167075, 0.360045], [1.841234, 5.535025, 1.340245], [0.339594, 4.695125, 1.709305], [-1.672536, -5.525975, -0.638315], [-1.278266, -4.061995, -0.397145], [-1.181556, -3.330875, -1.700195], [-0.570126, -2.118495, -1.746745], [0.002324, -1.499565, -0.802545], [-0.764796, -1.498325, -2.967445], [-1.879926, -1.926445, -3.784235], [-1.826706, -6.105445, 0.271935], [-0.880336, -5.966385, -1.243765], [-2.511396, -5.544285, -1.334075], [-0.253336, -4.080875, -0.026655], [-1.990436, -3.575765, 0.269555], [-1.938596, -2.998705, -3.971085], [-1.653616, -1.534635, -4.775885], [-2.855666, -1.519715, -3.518525], [3.553134, -2.321745, -3.923445], [2.784714, -1.050275, -4.169135], [2.309684, -0.527345, -2.995125], [1.612904, 0.589865, -2.867575], [0.947094, 0.819475, -1.839215], [1.663104, 1.382535, -4.033935], [1.008024, 2.624825, -4.130355], [4.442704, -2.140025, -3.320325], [3.893624, -2.761615, -4.860825], [3.020484, -3.137725, -3.435005], [2.092614, -1.187665, -4.999935], [3.453964, -0.348245, -4.666485], [0.878614, 3.092205, -3.154185], [-0.001076, 2.352925, -4.440005], [1.391574, 3.339155, -4.858865], [4.739874, -4.028995, -0.440675], [3.638564, -2.999485, -0.149825], [4.191014, -1.846345, 0.502245], [3.409454, -0.693015, 0.608575], [2.212614, -0.573695, 0.212635], [4.180794, 0.319445, 1.232955], [5.580844, 0.379655, 1.323525], [5.231824, -4.353115, 0.476405], [5.583134, -3.609215, -0.989115], [4.365044, -4.937645, -0.911795], [2.985784, -3.509195, 0.558815], [3.079004, -2.673575, -1.026625], [5.977874, -0.526105, 1.781855], [5.922174, 1.320715, 1.754785], [6.066604, 0.396325, 0.347885], [-1.712866, 6.731895, 0.401205], [-1.691226, 5.693305, -0.753335], [-1.207456, 4.450545, -0.253965], [-1.316526, 3.191885, -0.859885], [-0.767026, 2.191095, -0.431585], [-1.985286, 3.247445, -2.073235], [-2.221516, 2.100575, -2.976855], [-2.222556, 6.361645, 1.290715], [-2.251636, 7.614245, 0.055825], [-0.760776, 7.110325, 0.773235], [-1.028796, 6.079415, -1.528075], [-2.684126, 5.597615, -1.192735], [-1.468366, 1.318495, -2.880875], [-2.258706, 2.540115, -3.973615], [-3.149716, 1.598935, -2.703165]],
  "forces_ev_per_a": [[-0.8, -0.6, -0.2], [2.0, 1.7, 2.5], [-0.5, -4.3, -1.1], [-1.4, 1.1, -1.6], [0.8, 0.7, 2.3], [-2.5, -1.2, -2.4], [-0.5, 4.2, 0.5], [2.8, -1.9, 2.2], [1.1, -0.4, 0.2], [3.7, -0.9, -0.4], [-4.4, 0.8, -0.8], [-1.0, 0.3, 2.4], [0.5, -0.7, 0.0], [-0.9, 0.7, -3.7], [0.3, 0.1, -0.2], [-0.9, -0.6, 1.1], [1.5, 1.7, -1.8], [0.1, -0.9, 0.4], [-0.8, -0.7, 1.1], [0.4, 0.4, 0.3], [0.8, 0.7, -1.0], [0.0, 0.1, -0.1], [-0.1, 0.2, 0.0], [0.0, -0.2, 0.2], [0.1, 0.1, -0.2], [0.0, -0.1, 0.1], [-1.0, -0.5, 0.1], [-0.2, 0.0, 0.3], [-0.1, -0.4, -0.2], [0.0, -1.5, -1.0], [0.9, 3.6, 1.8], [-1.5, -0.8, -1.9], [0.1, 1.1, 0.4], [0.6, 1.5, 1.4], [0.2, -1.2, 0.2], [-1.1, -0.4, -0.4], [0.1, 0.0, -0.3], [-0.2, 0.2, 0.3], [0.1, 0.0, 0.0], [-0.5, -0.5, -0.3], [0.5, -0.2, -0.1], [0.8, -0.2, 0.0], [0.4, -0.5, 0.1], [0.2, -0.1, 0.6], [0.4, 1.0, -1.7], [0.8, -0.6, -0.1], [0.7, 1.2, 0.6], [-0.7, 1.4, 1.5], [-1.9, -3.3, -3.5], [-0.1, -1.0, 1.9], [0.4, -0.2, -1.5], [-0.1, 0.3, -0.1], [0.2, -0.3, 0.3], [-0.5, -0.2, 0.5], [-0.2, 0.5, 0.5], [0.3, 0.4, -0.2], [0.1, 0.0, 0.7], [0.1, 0.3, 0.1], [0.2, 0.0, 0.7], [0.4, -0.6, 0.3], [1.8, -0.4, -3.2], [-1.6, 1.1, 2.2], [-1.3, 1.0, -0.6], [2.0, 0.6, -3.2], [1.4, -2.3, 2.1], [-2.2, 0.1, 0.8], [0.0, 0.1, 0.0], [0.0, 0.3, -0.2], [-0.5, 0.2, 0.1], [-1.1, -0.1, 0.7], [0.4, 0.3, 0.4], [0.4, 0.1, 0.1], [-0.1, 0.4, -0.2], [0.7, -0.6, 0.1], [0.7, 0.7, 0.4], [-0.1, -1.2, 0.0], [-1.3, 2.8, 0.2], [0.8, -0.3, -0.2], [5.5, -0.9, 1.7], [-4.0, -1.1, -1.5], [1.6, -1.2, -1.0], [-0.4, 0.0, 0.3], [-0.3, 0.0, -0.5], [-0.2, 0.3, -0.2], [-0.5, 0.4, 0.0], [0.1, -0.1, 0.0], [0.0, 0.3, 0.5], [-0.7, -0.2, 0.6], [-0.4, -0.1, -0.4], [-0.3, -0.4, -0.1], [-0.3, 1.5, 0.1], [0.2, -3.7, -0.4], [-0.1, 1.2, -1.9], [-1.2, 1.8, 0.1], [0.6, 0.2, 1.5], [0.2, 0.0, 1.1], [-0.3, -0.2, -0.2], [-0.1, -0.1, -0.1], [0.3, -0.4, -0.5], [0.1, -0.3, -0.1], [0.0, -0.2, 0.2], [0.4, 0.4, 0.0], [0.0, -0.1, 0.2], [-0.1, 0.5, 0.0]],
  "lowdin_charge": [0.949, 0.350, -0.216, 0.297, -0.812, 0.266, -0.210, 0.294, 0.214, -0.245, 0.094, -0.280, 0.217, 0.175, -0.041, -0.219, 0.020, -0.501, 0.050, 0.025, -0.007, 0.072, 0.089, 0.083, 0.130, 0.122, 0.107, 0.090, 0.095, -0.023, -0.203, 0.029, -0.461, 0.046, 0.012, 0.008, 0.086, 0.064, 0.074, 0.134, 0.119, 0.084, 0.109, 0.092, -0.046, -0.144, 0.018, -0.407, 0.006, -0.017, -0.022, 0.087, 0.081, 0.081, 0.123, 0.116, 0.100, 0.098, 0.091, -0.052, -0.249, 0.067, -0.407, 0.033, -0.004, -0.031, 0.083, 0.093, 0.076, 0.137, 0.133, 0.095, 0.078, 0.112, -0.051, -0.198, 0.018, -0.307, 0.014, -0.033, -0.050, 0.081, 0.078, 0.087, 0.126, 0.102, 0.101, 0.104, 0.098, -0.051, -0.196, -0.013, -0.411, 0.054, -0.016, 0.012, 0.081, 0.084, 0.072, 0.127, 0.124, 0.077, 0.103, 0.076],
  "total_charge": 2,
  "homo_ev": [-14.58, -15.23],
  "multiplicity": 7,
  "homo_lumo_gap_ev": [8.2, 4.9],
  "fmax_ev_per_a": 5.88
}